No. 1
DFT (ωB97M-V/def2-TZVPD) results for the molecule C27H31N5O3.

CARTESIAN COORDINATES (ANGSTROEM)
C 1.842 3.692 -1.647
C 1.791 3.863 -0.134
C 2.720 2.916 0.647
C 4.179 3.078 0.225
C 2.581 3.202 2.148
N 2.367 1.514 0.417
C 1.178 0.960 0.660
O 0.191 1.543 1.060
C 1.134 -0.595 0.536
C 2.466 -1.230 0.241
C 3.351 -1.453 1.293
C 4.593 -2.012 1.066
C 4.989 -2.371 -0.218
C 6.325 -3.003 -0.459
C 4.103 -2.150 -1.265
C 2.859 -1.586 -1.043
N 0.084 -0.982 -0.399
C -0.690 -2.145 -0.028
C -1.759 -1.829 0.978
C -2.041 -0.703 1.693
C -3.194 -1.011 2.460
C -3.517 -2.295 2.156
O -2.652 -2.803 1.261
C -0.087 -0.242 -1.507
O 0.681 0.653 -1.814
C -1.283 -0.561 -2.409
N -2.533 -0.503 -1.715
N -3.392 -1.534 -1.710
N -4.431 -1.245 -1.044
C -4.306 0.022 -0.557
C -5.139 0.802 0.244
C -4.685 2.054 0.580
C -3.442 2.540 0.144
C -2.604 1.794 -0.650
C -3.055 0.525 -0.991
H 2.817 3.959 -2.047
H 1.613 2.666 -1.918
H 1.102 4.340 -2.110
H 2.054 4.889 0.131
H 0.773 3.676 0.208
H 4.824 2.468 0.855
H 4.483 4.117 0.326
H 4.318 2.775 -0.809
H 3.212 2.526 2.721
H 1.549 3.060 2.455
H 2.874 4.225 2.366
H 3.067 0.940 -0.026
H 0.798 -0.920 1.529
H 3.060 -1.181 2.298
H 5.266 -2.176 1.895
H 7.068 -2.614 0.234
H 6.662 -2.825 -1.477
H 6.258 -4.081 -0.308
H 4.390 -2.421 -2.271
H 2.198 -1.415 -1.878
H 0.002 -2.890 0.388
H -1.159 -2.597 -0.906
H -1.515 0.230 1.667
H -3.704 -0.356 3.135
H -4.308 -2.937 2.486
H -1.192 -1.558 -2.850
H -1.266 0.182 -3.216
H -6.090 0.422 0.581
H -5.296 2.691 1.203
H -3.136 3.529 0.449
H -1.640 2.158 -0.968

Computed properties:
Net charge = 0
Energy above the lowest of the compared OMol25 structures with the same formula, charge and spin = 15.37 kcal per mole
SMILES string = CCC(C)(C)NC(=O)[C@H](c1ccc(C)cc1)N(Cc1ccco1)C(=O)Cn1nnc2ccccc21
F_max = 1.32 eV/Å
Highest occupied orbital energy = -8.37 eV
Energy = -1546.98673 Ha

---

No. 2
DFT (ωB97M-V/def2-TZVPD) results for the molecule C5H5NO.

CARTESIAN COORDINATES (ANGSTROEM)
N -2.285 -0.847 -1.462
C -1.353 -1.275 -0.928
C -0.085 -1.583 -0.245
C 0.562 -0.222 -0.310
C 0.614 0.582 0.753
C 0.468 2.048 0.601
O 0.130 2.571 -0.437
H -0.305 -1.869 0.789
H 0.439 -2.404 -0.745
H 0.713 0.181 -1.310
H 0.541 0.181 1.762
H 0.560 2.637 1.533

Computed properties:
Net charge = 0
Energy above the lowest of the compared OMol25 structures with the same formula, charge and spin = 38.57 kcal per mole
SMILES string = N#CC/C=C/C=O
F_max = 1.14 eV/Å
Highest occupied orbital energy = -10.25 eV
Energy = -323.45822 Ha

---

No. 3
DFT (ωB97M-V/def2-TZVPD) results for a cluster of 6 separate species, C23H34O18 in total.

CARTESIAN COORDINATES (ANGSTROEM)
C -0.849 0.126 -1.341
C -0.432 1.530 -0.826
O 0.776 1.280 -0.142
C 1.339 0.343 -0.772
O 2.553 0.250 -0.809
O 0.447 -0.424 -1.334
H -1.359 0.006 -2.296
H -1.562 -0.339 -0.660
H -1.081 2.015 -0.097
H -0.256 2.393 -1.468
C -2.540 -0.250 2.554
C -3.473 -1.436 2.643
C -3.925 -1.877 4.119
O -5.245 -1.633 3.976
C -5.738 -1.419 2.697
O -6.863 -1.375 2.332
O -4.616 -1.279 1.883
H -2.887 0.471 1.813
H -1.490 -0.535 2.491
H -2.685 0.343 3.457
H -3.034 -2.356 2.257
H -3.796 -1.117 4.890
H -3.664 -2.892 4.417
C 2.119 3.961 1.366
C 3.240 4.918 1.911
C 3.485 6.244 1.082
O 3.572 7.226 2.003
C 3.139 6.724 3.188
O 3.117 7.433 4.178
O 2.710 5.405 3.161
H 2.424 3.714 0.349
H 1.087 4.264 1.542
H 2.331 3.004 1.843
H 4.249 4.508 1.964
H 2.690 6.544 0.400
H 4.372 6.208 0.449
C -0.954 -0.972 -7.017
C -1.033 -0.695 -5.473
C -2.289 -1.282 -4.826
O -1.909 -2.244 -3.861
C -0.587 -2.214 -3.915
O 0.073 -2.987 -3.301
O -0.132 -1.279 -4.661
H -1.870 -0.898 -7.604
H -0.563 -1.983 -7.125
H -0.263 -0.307 -7.536
H -1.120 0.387 -5.385
H -2.798 -1.951 -5.520
H -2.871 -0.426 -4.486
C 3.592 1.147 3.257
C 4.488 1.047 2.011
C 5.650 2.044 2.203
O 6.688 1.122 2.025
C 6.221 -0.024 1.634
O 6.888 -0.924 1.144
O 5.026 -0.224 1.977
H 2.580 1.129 2.850
H 3.724 2.105 3.760
H 3.822 0.392 4.009
H 3.825 1.140 1.150
H 5.961 2.646 3.058
H 5.686 2.746 1.370
C -3.293 -6.230 -1.210
C -2.563 -4.806 -1.460
C -3.376 -3.596 -1.215
O -2.639 -2.696 -0.318
C -1.463 -3.379 -0.021
O -0.515 -2.927 0.663
O -1.485 -4.558 -0.553
H -3.862 -6.556 -2.081
H -4.041 -6.022 -0.445
H -2.615 -7.008 -0.857
H -2.246 -4.846 -2.502
H -4.364 -3.739 -0.777
H -3.528 -3.110 -2.179

Computed properties:
⟨S²⟩ = 0.76
Net charge = +1
Spin multiplicity = 2
F_max = 5.97 eV/Å
Highest occupied orbital energy (spin up / spin down) = -12.39 / -12.39 eV
Energy = -2250.64962 Ha

---

No. 4
DFT (ωB97M-V/def2-TZVPD) results for a structure of composition C5H9NO.

CARTESIAN COORDINATES (ANGSTROEM)
C -0.877 -0.616 0.871
C -1.203 0.246 -0.313
N -0.616 1.589 -0.255
C -0.040 0.596 -1.163
C 1.234 -0.031 -0.665
C 1.073 -0.382 0.809
O 1.591 -1.517 1.269
H -1.201 -0.197 1.826
H -1.307 -1.625 0.746
H 0.280 -1.361 1.137
H -2.184 0.131 -0.770
H -1.194 2.248 -0.770
H -0.170 0.731 -2.235
H 2.090 0.648 -0.746
H 1.457 -0.956 -1.210
H 1.066 0.498 1.469

Computed properties:
Net charge = 0
Energy above the lowest of the compared OMol25 structures with the same formula, charge and spin = 123.21 kcal per mole
F_max = 0.49 eV/Å
Highest occupied orbital energy = -8.94 eV
Energy = -325.74121 Ha

---

No. 5
DFT (ωB97M-V/def2-TZVPD) results for a structure of composition C17H20CoN.

CARTESIAN COORDINATES (ANGSTROEM)
Co 0.002 -0.010 -0.175
C 1.167 -0.265 -1.895
C 0.606 1.032 -1.881
C -0.804 0.894 -1.920
C -1.114 -0.488 -1.918
C 0.103 -1.205 -1.917
C 0.294 -2.669 -2.081
C -2.488 -1.036 -2.046
C -1.785 2.000 -2.079
C 1.330 2.325 -1.979
C 2.604 -0.629 -2.016
H 0.821 -2.842 -3.023
H -0.644 -3.214 -2.106
H 0.923 -3.089 -1.294
H -2.872 -0.777 -3.036
H -3.170 -0.594 -1.318
H -2.519 -2.117 -1.942
H -2.219 2.301 -1.121
H -2.613 1.681 -2.710
H -1.316 2.879 -2.513
H 1.178 2.729 -2.984
H 2.398 2.218 -1.816
H 0.940 3.063 -1.277
H 2.743 -1.193 -2.942
H 2.927 -1.285 -1.205
H 3.254 0.240 -2.040
N -0.015 0.000 1.723
C -0.012 0.000 2.884
C -0.007 0.000 4.291
C -0.766 -0.962 4.976
C -0.752 -0.952 6.353
C 0.004 -0.002 7.032
C 0.755 0.949 6.348
C 0.757 0.960 4.971
H -1.347 -1.693 4.430
H -1.328 -1.683 6.902
H 0.009 -0.003 8.114
H 1.336 1.679 6.892
H 1.335 1.691 4.421

Computed properties:
Net charge = +2
F_max = 2.28 eV/Å
Highest occupied orbital energy (spin up / spin down) = -15.61 / -15.61 eV
Energy = -2096.67212 Ha

---

No. 6
DFT (ωB97M-V/def2-TZVPD) results for a cluster of 9 separate species, C48H40O30 in total.

CARTESIAN COORDINATES (ANGSTROEM)
O -25.985 -35.877 -3.506
C -25.858 -34.785 -4.156
C -25.751 -34.803 -5.592
C -25.642 -33.459 -6.328
O -26.067 -33.277 -7.667
C -25.249 -32.148 -5.590
O -24.941 -31.183 -6.262
C -25.368 -32.226 -4.179
C -25.623 -33.572 -3.372
O -25.773 -33.595 -2.050
H -25.723 -35.717 -6.253
H -26.549 -34.082 -8.117
H -25.102 -31.324 -3.696
H -26.147 -34.410 -1.607
O -35.372 -41.335 0.586
C -35.270 -42.516 0.385
C -36.340 -43.436 0.006
C -36.111 -44.982 -0.240
O -37.136 -45.728 -0.703
C -34.780 -45.633 0.123
O -34.566 -46.856 0.009
C -33.856 -44.652 0.635
C -33.940 -43.069 0.705
O -32.932 -42.351 1.150
H -37.324 -42.939 -0.076
H -37.788 -45.259 -1.037
H -32.790 -45.004 0.821
H -32.869 -41.463 0.962
O -27.855 -35.063 -0.958
C -28.608 -36.052 -0.700
C -29.228 -36.730 -1.749
C -30.372 -37.747 -1.541
O -30.874 -38.422 -2.543
C -30.574 -38.237 -0.116
O -31.300 -39.175 0.182
C -30.088 -37.452 0.906
C -29.048 -36.303 0.701
O -28.271 -35.683 1.654
H -29.231 -36.388 -2.728
H -30.523 -38.038 -3.352
H -30.303 -37.793 2.098
H -27.739 -35.115 1.126
O -21.987 -38.192 -2.462
C -22.719 -37.615 -1.681
C -23.979 -38.145 -1.321
C -24.783 -37.520 -0.224
O -25.679 -38.228 0.600
C -24.546 -36.202 0.241
O -25.309 -35.538 0.896
C -23.276 -35.595 0.057
C -22.305 -36.287 -0.983
O -21.068 -35.954 -1.356
H -24.204 -39.339 -1.353
H -26.083 -39.309 0.483
H -22.785 -34.695 0.481
H -20.838 -36.594 -2.157
O -30.209 -40.364 3.001
C -29.064 -40.755 3.182
C -27.847 -39.895 3.268
C -26.453 -40.426 3.508
O -25.396 -39.527 3.510
C -26.215 -41.846 3.687
O -25.065 -42.367 3.852
C -27.364 -42.735 3.643
C -28.759 -42.183 3.427
O -29.862 -42.936 3.239
H -27.990 -38.854 2.997
H -25.650 -38.761 3.590
H -27.211 -43.638 3.816
H -30.746 -42.526 3.009
O -29.359 -36.742 -7.983
C -29.428 -35.660 -7.605
C -29.503 -34.571 -8.560
C -29.684 -33.092 -8.063
O -30.131 -32.117 -8.989
C -29.425 -32.732 -6.675
O -29.418 -31.597 -6.377
C -29.245 -33.886 -5.757
C -29.198 -35.229 -6.260
O -29.063 -36.290 -5.332
H -29.813 -34.757 -9.615
H -30.430 -32.302 -9.887
H -29.489 -33.821 -4.795
H -29.147 -37.191 -5.752
O -26.254 -34.161 3.504
C -25.195 -34.822 3.863
C -23.968 -34.202 3.652
C -22.633 -34.846 3.867
O -21.466 -34.240 3.596
C -22.626 -36.216 4.339
O -21.607 -36.796 4.603
C -23.900 -36.921 4.633
C -25.169 -36.182 4.373
O -26.435 -36.696 4.627
H -23.787 -33.133 3.328
H -21.634 -33.314 3.547
H -23.785 -37.948 4.969
H -27.077 -35.911 4.670
C -28.968 -32.349 -0.327
C -29.629 -31.343 0.711
C -29.554 -31.727 2.104
O -30.227 -30.371 0.293
H -27.796 -32.021 -0.376
H -29.267 -32.178 -1.272
H -29.480 -33.351 -0.240
H -28.599 -31.237 2.528
H -29.713 -32.891 2.422
H -30.416 -31.226 2.368
C -29.603 -40.468 -7.330
C -30.119 -40.067 -5.865
C -30.622 -41.074 -4.972
O -29.894 -38.907 -5.475
H -29.321 -39.599 -8.084
H -30.407 -41.073 -7.763
H -28.951 -41.058 -7.246
H -31.563 -41.482 -5.465
H -30.892 -40.587 -4.025
H -30.058 -41.925 -4.804

Computed properties:
Net charge = 0
Energy above the lowest of the compared OMol25 structures with the same formula, charge and spin = 48.27 kcal per mole
SMILES string = O=C1C=C(O)C(=O)C=C1O.O=C1C=C(O)C(=O)C=C1O.O=C1C=C(O)C(=O)C=C1O.O=C1C=C(O)C(=O)C=C1O.O=C1C=C(O)C(=O)C=C1O.O=C1C=C(O)C(=O)C=C1O.O=C1C=C(O)C(=O)C=C1O.CC(C)=O.CC(C)=O
F_max = 15.48 eV/Å
Highest occupied orbital energy = -8.64 eV
Energy = -4109.30598 Ha

---

No. 7
DFT (ωB97M-V/def2-TZVPD) results for a cluster of 16 separate species, C49H89Br2Cl30N2O in total.

CARTESIAN COORDINATES (ANGSTROEM)
C -2.897 -0.832 5.519
C -1.645 -1.684 5.417
C -1.399 -2.456 4.009
C -0.555 -3.860 4.060
C -1.451 -5.217 3.755
Br -0.886 -6.698 2.468
C -2.769 -5.531 4.440
C -3.454 -4.575 5.567
Br -3.775 -7.256 4.008
N -0.016 -4.087 5.490
C 0.888 -5.290 5.624
C 2.190 -5.008 4.676
O 1.773 -4.831 3.303
C 0.785 -3.716 3.113
C 1.676 -2.337 3.443
C 0.571 -3.676 1.502
C -0.879 -3.386 0.874
C -1.109 -1.830 0.304
C -0.066 -1.413 -0.890
N 1.036 -0.526 -0.274
C 2.540 -0.718 -0.251
C 3.340 0.488 0.585
C 2.161 1.523 1.070
C 0.800 0.802 0.477
H -3.154 -0.164 6.445
H -3.641 -0.795 4.588
H -0.947 -1.675 6.359
H -0.993 -1.659 3.236
H -2.477 -2.748 3.583
H -3.749 -3.484 5.182
H -2.872 -4.533 6.608
H -4.508 -5.057 5.860
H 0.574 -3.267 5.826
H -0.770 -4.199 6.200
H 0.380 -6.332 5.501
H 1.293 -5.264 6.749
H 2.868 -4.178 5.143
H 2.844 -6.007 4.716
H 2.668 -2.458 2.789
H 2.003 -2.242 4.555
H 1.159 -1.360 3.058
H 0.940 -4.712 1.032
H 1.326 -2.880 1.027
H -1.820 -3.618 1.522
H -0.990 -4.062 -0.105
H -2.191 -1.864 -0.200
H -1.185 -1.035 1.159
H 0.415 -2.308 -1.469
H -0.616 -0.697 -1.670
H 2.995 -1.675 -0.775
H 4.496 0.555 0.772
H 2.229 2.513 1.694
H -0.329 1.178 0.563
Cl -3.094 0.166 -1.511
C -4.236 1.295 -0.740
C -3.525 2.453 -0.057
Cl -2.617 1.928 1.383
H -4.852 0.728 -0.035
H -4.888 1.675 -1.532
H -4.258 3.190 0.283
H -2.827 2.955 -0.735
Cl -4.163 5.473 -1.893
C -5.138 6.628 -0.950
C -4.876 6.516 0.543
Cl -5.495 4.989 1.221
H -6.192 6.456 -1.189
H -4.868 7.629 -1.301
H -5.386 7.326 1.072
H -3.807 6.580 0.771
Cl -5.069 -2.819 8.474
C -6.695 -3.443 8.848
C -7.231 -4.343 7.745
Cl -7.601 -3.435 6.258
H -7.354 -2.588 9.027
H -6.610 -4.009 9.780
H -8.165 -4.812 8.070
H -6.522 -5.136 7.491
Cl 5.379 -2.756 1.786
C 6.925 -2.599 0.915
C 7.310 -1.147 0.685
Cl 6.233 -0.343 -0.484
H 6.840 -3.148 -0.028
H 7.685 -3.093 1.528
H 8.322 -1.091 0.273
H 7.290 -0.572 1.616
Cl 3.028 -6.673 9.442
C 3.345 -7.671 8.001
C 4.798 -7.595 7.559
Cl 5.217 -5.993 6.902
H 2.664 -7.349 7.208
H 3.092 -8.701 8.269
H 4.982 -8.321 6.762
H 5.483 -7.814 8.384
Cl 3.254 1.465 -3.828
C 1.628 0.840 -3.454
C 1.092 -0.059 -4.557
Cl 0.721 0.849 -6.044
H 0.969 1.695 -3.275
H 1.713 0.275 -2.522
H 0.158 -0.528 -4.232
H 1.801 -0.853 -4.811
Cl 2.045 5.818 -5.081
C 2.362 4.819 -6.521
C 3.814 4.895 -6.963
Cl 4.234 6.498 -7.621
H 1.681 5.142 -7.315
H 2.108 3.789 -6.254
H 3.999 4.169 -7.761
H 4.500 4.677 -6.139
Cl -2.011 5.243 2.661
C -0.317 5.413 3.186
C 0.656 5.318 2.022
Cl 0.726 3.675 1.336
H -0.118 4.647 3.942
H -0.231 6.393 3.664
H 1.667 5.562 2.362
H 0.392 6.011 1.217
Cl -5.597 -2.952 3.254
C -6.535 -4.045 2.206
C -5.652 -5.063 1.502
Cl -4.606 -4.308 0.273
H -7.095 -3.433 1.492
H -7.255 -4.560 2.850
H -6.274 -5.796 0.979
H -5.013 -5.601 2.208
Cl 5.884 -2.555 -8.306
C 4.657 -1.274 -8.146
C 4.228 -1.068 -6.702
Cl 3.292 -2.449 -6.077
H 3.809 -1.534 -8.787
H 5.107 -0.355 -8.535
H 3.581 -0.189 -6.629
H 5.088 -0.914 -6.043
Cl -1.984 7.501 -4.012
C -1.307 8.741 -2.928
C 0.014 8.307 -2.314
Cl -0.192 6.979 -1.145
H -2.054 8.966 -2.160
H -1.159 9.642 -3.531
H 0.462 9.142 -1.767
H 0.726 7.980 -3.078
Cl 7.650 0.937 -8.041
C 7.968 -0.062 -9.481
C 9.420 0.014 -9.924
Cl 9.839 1.617 -10.581
H 7.286 0.261 -10.275
H 7.714 -1.092 -9.214
H 9.604 -0.712 -10.721
H 10.105 -0.204 -9.099
Cl 6.112 3.393 -4.628
C 7.657 3.550 -5.499
C 8.042 5.003 -5.729
Cl 6.965 5.806 -6.898
H 7.572 3.001 -6.442
H 8.417 3.056 -4.886
H 9.054 5.058 -6.141
H 8.022 5.578 -4.798
Cl -8.921 -8.072 -0.711
C -10.063 -6.942 0.060
C -9.352 -5.785 0.742
Cl -8.444 -6.309 2.182
H -10.679 -7.510 0.764
H -10.716 -6.563 -0.732
H -10.086 -5.047 1.083
H -8.655 -5.283 0.065
Cl -2.984 10.241 -5.866
C -4.125 11.371 -5.096
C -3.414 12.528 -4.413
Cl -2.506 12.004 -2.973
H -4.741 10.803 -4.391
H -4.778 11.750 -5.888
H -4.148 13.266 -4.073
H -2.717 13.030 -5.091

Computed properties:
Net charge = +1
F_max = 7.39 eV/Å
Highest occupied orbital energy = -8.77 eV
Energy = -21058.26870 Ha

---

Question: energy of number 7 (C49H89Br2Cl30N2O)?
Answer: -21058.26870 Ha

---

Question: What is the energy in the fifth record?
Answer: -2096.67212 Ha

---

Question: energy of number 7 (C49H89Br2Cl30N2O)?
Answer: -21058.26870 Ha

---

Question: Among the records above, which one has the lowest energy?
Answer: C49H89Br2Cl30N2O